ORCA calculation (ωB97M-V/def2-TZVPD) on a molecular structure, C15H40ClN4O7V in a non-equilibrium geometry.

Summary:
Kohn-Sham gap (spin up / spin down): 6.64 / 6.91 eV
total charge: +1
LUMO energy (spin up / spin down): -4.410 / -4.147 eV
spin multiplicity: 2
HOMO level (spin up / spin down): -11.054 / -11.057 eV

Element x y z (Å)
O (-1.2563, 0.1607, 2.2544)
V (-0.8846, 1.1307, 1.0976)
Cl (-0.5494, -0.4633, 0.0346)
C (1.2786, -0.5263, -2.7265)
O (2.0644, -0.4651, -3.6216)
N (1.2938, -1.2381, -1.6509)
N (0.3259, 0.3147, -2.5087)
H (1.8317, -2.0923, -1.6833)
H (0.6700, -0.9695, -0.9034)
H (-0.0165, 0.4097, -1.5633)
H (0.1900, 1.0041, -3.2342)
C (-3.3347, -2.5656, -2.3501)
C (-2.4881, -1.6998, -1.4969)
O (-1.1435, -1.4950, -2.0659)
H (-3.5615, -2.0963, -3.3074)
H (-4.2215, -2.7297, -1.7379)
H (-2.8853, -3.5177, -2.6323)
H (-2.3669, -2.1567, -0.5147)
H (-2.9327, -0.7134, -1.3649)
H (-0.6835, -1.0886, -1.3277)
C (0.4814, -3.7264, 2.4079)
O (1.0446, -2.4572, 2.1048)
C (1.6447, -2.4267, 0.7718)
C (2.1378, -1.0872, 0.3091)
N (3.2427, -0.5026, 1.0570)
C (3.9534, 0.5097, 0.1969)
C (5.1353, 1.1432, 0.8775)
O (4.8955, 2.2677, 1.7192)
C (4.0292, 3.2541, 1.1355)
H (-0.2527, -3.9913, 1.6469)
H (0.0383, -3.7409, 3.4037)
H (1.2972, -4.4451, 2.3310)
H (0.9864, -2.8788, 0.0300)
H (2.4769, -3.1306, 0.7817)
H (1.3550, -0.3293, 0.2822)
H (2.5991, -1.3086, -0.6533)
H (2.7817, 0.0600, 1.7578)
H (3.3945, 1.3402, -0.2344)
H (4.4052, -0.0775, -0.6026)
H (5.8561, 1.3612, 0.0895)
H (5.5671, 0.4127, 1.5616)
H (4.1798, 3.5017, 0.0848)
H (4.2324, 4.2247, 1.5880)
H (2.9660, 3.0913, 1.3122)
C (1.6007, 2.2776, -0.6106)
O (0.3281, 2.2394, -0.0140)
C (-0.6567, 2.9188, -0.8465)
C (-2.0238, 2.8790, -0.2741)
N (-2.3294, 1.5204, 0.2026)
C (-3.7291, 1.5641, 0.5022)
C (-4.2947, 0.1638, 0.9337)
O (-3.5593, -0.3505, 2.0977)
C (-3.6882, -1.8199, 2.2390)
H (1.8499, 3.2102, -1.1169)
H (1.7005, 1.4997, -1.3677)
H (2.2596, 2.0970, 0.2387)
H (-0.6933, 2.4368, -1.8234)
H (-0.4033, 3.9643, -1.0222)
H (-2.7071, 3.2247, -1.0498)
H (-2.1480, 3.5341, 0.5882)
H (-2.2612, 0.9812, -0.6487)
H (-4.3717, 1.8766, -0.3209)
H (-3.8588, 2.2418, 1.3460)
H (-4.3319, -0.5042, 0.0732)
H (-5.2986, 0.3971, 1.2886)
H (-4.7167, -2.1019, 2.4643)
H (-3.0690, -2.1086, 3.0884)
H (-3.3752, -2.4083, 1.3765)



ORCA calculation (ωB97M-V/def2-TZVPD) on a molecular structure, C15H40IO5Zn in a non-equilibrium geometry.

Summary:
Kohn-Sham gap: 7.68 eV
total charge: +1
energy above the lowest of the compared OMol25 structures with the same formula, charge and spin: 50.8 kcal per mole
LUMO energy: -2.968 eV
HOMO level: -10.644 eV

Element x y z (Å)
Zn (21.2381, 4.5544, -6.8371)
I (22.6045, 4.5329, -9.3618)
C (18.0249, 4.7570, -3.9996)
C (19.4847, 5.2071, -3.9692)
C (20.0727, 4.7960, -2.5449)
O (20.1977, 4.3772, -4.9193)
H (17.2878, 5.5522, -3.8873)
H (17.8660, 3.9524, -3.2817)
H (17.7722, 4.2642, -4.9384)
H (19.5148, 6.2445, -4.3022)
H (21.1599, 4.8502, -2.6009)
H (19.7903, 3.7949, -2.2191)
H (19.6835, 5.5119, -1.8210)
H (20.2279, 3.5015, -4.5271)
C (19.5628, 1.0937, -8.7037)
C (19.2297, 2.5934, -8.5277)
C (17.7464, 3.0478, -8.4384)
O (19.9222, 2.9225, -7.3977)
H (20.5212, 1.0912, -9.2229)
H (18.9327, 0.6214, -9.4574)
H (19.5154, 0.5120, -7.7831)
H (19.7116, 3.0910, -9.3693)
H (17.6209, 4.1304, -8.4236)
H (17.1279, 2.6089, -7.6555)
H (17.2521, 2.8015, -9.3781)
H (19.6301, 2.3553, -6.6804)
C (24.1425, 2.7765, -4.1149)
C (23.8878, 3.1912, -5.5809)
C (24.2639, 2.0938, -6.5697)
O (22.4746, 3.3257, -5.7664)
H (23.4527, 2.0918, -3.6215)
H (24.0265, 3.6613, -3.4889)
H (25.1843, 2.5010, -3.9505)
H (24.5308, 4.0283, -5.8529)
H (25.2859, 1.7880, -6.3462)
H (24.2335, 2.4137, -7.6113)
H (23.5934, 1.2749, -6.3090)
H (22.0976, 2.6029, -5.2594)
C (23.8621, 7.0054, -4.8167)
C (22.4077, 6.7675, -4.6564)
C (21.7438, 8.1283, -4.3399)
O (21.9900, 6.3755, -6.0301)
H (24.2288, 7.4726, -3.9028)
H (23.9951, 7.7386, -5.6123)
H (24.4230, 6.0911, -5.0104)
H (22.1280, 5.9809, -3.9556)
H (22.1638, 8.8156, -5.0742)
H (21.7468, 8.4655, -3.3034)
H (20.6855, 7.9745, -4.5510)
H (22.3140, 7.0940, -6.5781)
C (19.6934, 7.9393, -8.5025)
C (19.2904, 6.9733, -7.4331)
C (17.7964, 7.0001, -7.2780)
O (19.6920, 5.6307, -7.7179)
H (20.6659, 7.7294, -8.9477)
H (19.9066, 8.9389, -8.1239)
H (18.9340, 8.2434, -9.2228)
H (19.7446, 7.1716, -6.4623)
H (17.1915, 6.6238, -8.1030)
H (17.4923, 8.0234, -7.0579)
H (17.4206, 6.3922, -6.4549)
H (19.4209, 5.4850, -8.6272)



ORCA calculation (ωB97M-V/def2-TZVPD) on a molecular structure, C15H40MnNO18S5 in a non-equilibrium geometry.

Summary:
Kohn-Sham gap (spin up / spin down): 7.65 / 7.55 eV
total charge: +1
energy above the lowest of the compared OMol25 structures with the same formula, charge and spin: 0.0 kcal per mole
LUMO energy (spin up / spin down): -5.142 / -5.239 eV
spin multiplicity: 6
HOMO level (spin up / spin down): -12.790 / -12.790 eV

Element x y z (Å)
Mn (-2.3189, -0.0744, -0.9274)
N (0.2505, -0.9651, 0.5020)
O (-0.1139, -1.2949, 1.6116)
O (1.3676, -0.5867, 0.2246)
O (-0.6349, -1.0174, -0.4646)
O (-5.1322, -0.7438, 1.6586)
S (-4.3039, -1.7663, 1.1453)
O (-3.5136, -1.4546, -0.0506)
O (-3.2543, -2.2464, 2.1454)
C (-3.6130, -2.2201, 3.5747)
C (-3.3218, -0.8644, 4.1857)
C (-5.1932, -3.2332, 0.8185)
H (-3.0002, -2.9989, 4.0149)
H (-4.6683, -2.4623, 3.7007)
H (-2.4088, -0.4434, 3.7641)
H (-3.1007, -0.9916, 5.2457)
H (-4.1351, -0.1605, 4.0345)
H (-4.5086, -3.9450, 0.3597)
H (-6.1256, -3.1341, 0.2737)
H (-5.4333, -3.6371, 1.8060)
O (-1.9250, 1.2704, 0.5877)
S (-2.3603, 2.5145, 1.2482)
O (-3.7477, 2.6824, 1.4476)
O (-1.6627, 2.5504, 2.6350)
C (-0.2375, 2.2124, 2.7290)
C (0.0427, 1.4947, 4.0347)
C (-1.6626, 3.9182, 0.4425)
H (0.3361, 3.1363, 2.7024)
H (0.0385, 1.5256, 1.9330)
H (1.0832, 1.6765, 4.2937)
H (-0.1612, 0.4301, 3.9403)
H (-0.5924, 1.8449, 4.8495)
H (-2.1357, 3.9597, -0.5388)
H (-0.5923, 3.7477, 0.3558)
H (-1.9451, 4.7684, 1.0551)
O (1.4701, -5.7184, 3.1912)
S (2.4309, -4.7362, 2.8227)
O (3.8021, -4.8480, 3.1547)
O (2.3864, -4.5895, 1.2404)
C (1.0725, -4.4816, 0.6217)
C (1.3197, -4.0699, -0.8038)
C (1.8441, -3.1816, 3.3833)
H (0.4391, -3.7677, 1.1489)
H (0.6304, -5.4735, 0.6985)
H (2.0831, -3.2930, -0.8492)
H (0.4049, -3.6798, -1.2547)
H (1.6517, -4.9032, -1.4209)
H (0.7847, -3.1376, 3.1547)
H (2.3813, -2.3900, 2.8727)
H (2.0197, -3.2338, 4.4552)
O (1.9251, -3.1383, -7.2142)
S (1.5219, -1.8241, -6.8570)
O (0.3889, -1.2046, -7.4575)
O (1.2729, -1.9134, -5.2789)
C (0.9638, -0.7329, -4.5518)
C (1.3236, -0.9617, -3.0937)
C (2.9267, -0.7972, -6.9968)
H (-0.1129, -0.5574, -4.6608)
H (1.4368, 0.1812, -4.9184)
H (1.3865, -0.0738, -2.4687)
H (2.2791, -1.4754, -2.9734)
H (0.5807, -1.6524, -2.6915)
H (3.1394, -0.6702, -8.0547)
H (3.7553, -1.3705, -6.5804)
H (2.8399, 0.1346, -6.4519)
O (3.8166, 4.0823, 0.2081)
S (2.4237, 4.1571, 0.0177)
O (1.5663, 4.7267, 0.9945)
O (2.1167, 4.7499, -1.4214)
C (1.2622, 5.9140, -1.5302)
C (1.9703, 7.1926, -1.1876)
C (1.9214, 2.5054, -0.3210)
H (0.3644, 5.7911, -0.9189)
H (0.9016, 5.9316, -2.5573)
H (1.4215, 8.0307, -1.6284)
H (2.9480, 7.2405, -1.6674)
H (2.0471, 7.3799, -0.1196)
H (2.7252, 2.0300, -0.8862)
H (1.1059, 2.4412, -1.0443)
H (1.7450, 1.8946, 0.5575)



ORCA calculation (ωB97M-V/def2-TZVPD) on 3 unconnected molecules or ions with the total composition C15H41ClN5O8P2 in a non-equilibrium geometry.

Summary:
Kohn-Sham gap: 6.35 eV
total charge: +1
LUMO energy: -4.469 eV
HOMO level: -10.815 eV

Element x y z (Å)
C (3.6067, 0.4401, 1.6752)
C (2.0468, 0.5731, 1.2753)
N (1.8837, 1.6235, 0.1907)
C (2.0165, 0.8698, -1.1056)
N (3.4024, 0.8364, -1.6917)
C (3.5584, 1.7961, -2.8413)
N (4.9936, 1.7211, -3.2737)
N (0.9422, 0.2778, -1.7064)
Cl (-0.5776, 0.4704, -0.8685)
C (1.0348, -0.4487, -3.0136)
C (0.2133, -1.8370, -3.0780)
C (0.2308, -2.7069, -1.7161)
C (-1.3095, -2.9937, -1.2725)
C (-1.6334, -2.6229, 0.2688)
N (-2.8448, -1.7554, 0.4644)
H (4.2226, 0.1727, 0.7311)
H (4.0152, 1.4618, 2.0396)
H (3.8075, -0.4167, 2.4343)
H (1.3463, 0.7929, 2.1594)
H (1.7001, -0.4337, 0.7974)
H (2.7531, 2.2043, 0.2685)
H (3.6795, -0.1297, -1.9429)
H (3.3015, 2.8551, -2.4346)
H (2.8758, 1.5753, -3.7395)
H (5.5743, 2.3686, -2.7159)
H (5.0967, 2.0189, -4.2577)
H (2.1083, -0.6673, -3.3662)
H (0.5851, 0.2707, -3.8149)
H (0.7409, -2.4862, -3.8913)
H (-0.8458, -1.6345, -3.4973)
H (0.7321, -3.7461, -1.8795)
H (0.7775, -2.2092, -0.8351)
H (-2.0927, -2.4518, -1.9228)
H (-1.4962, -4.1295, -1.4155)
H (-1.8606, -3.6341, 0.8035)
H (-0.7608, -2.1351, 0.8371)
H (-2.5834, -0.9101, 1.0082)
H (-3.2283, -1.3944, -0.4251)
C (-6.3432, -4.6366, -1.3490)
O (-6.7139, -5.7007, -0.4846)
P (-6.0414, -5.6273, 1.0992)
O (-4.6325, -5.8589, 0.5416)
O (-6.7340, -7.0620, 1.4793)
C (-6.6079, -8.1526, 0.5804)
O (-5.4023, -5.5264, 2.6936)
C (-4.7044, -4.3239, 2.9714)
H (-7.0492, -4.6022, -2.1812)
H (-6.3741, -3.6810, -0.8178)
H (-5.3392, -4.8084, -1.7429)
H (-5.7041, -8.0840, -0.0289)
H (-7.4854, -8.1864, -0.0698)
H (-6.5681, -9.0780, 1.1582)
H (-5.2952, -3.4619, 2.6525)
H (-3.7391, -4.3219, 2.4602)
H (-4.5346, -4.2599, 4.0480)
C (0.8304, 6.9003, 2.7534)
O (2.0607, 7.5658, 2.5030)
P (3.0865, 6.8049, 1.3487)
O (3.3232, 5.5935, 2.2576)
O (4.2459, 7.9342, 1.5940)
C (4.6403, 8.2467, 2.9215)
O (4.0409, 6.1239, 0.0880)
C (3.4251, 5.0538, -0.6061)
H (0.1454, 7.6034, 3.2310)
H (0.3847, 6.5512, 1.8176)
H (0.9936, 6.0539, 3.4236)
H (4.4861, 7.4102, 3.6066)
H (4.0746, 9.1139, 3.2702)
H (5.7015, 8.5026, 2.9189)
H (2.4053, 5.3266, -0.8895)
H (3.4110, 4.1546, 0.0148)
H (4.0008, 4.8472, -1.5109)



ORCA calculation (ωB97M-V/def2-TZVPD) on 7 unconnected molecules or ions with the total composition C15H42FNO9PS6 in a non-equilibrium geometry.

Summary:
Kohn-Sham gap: 4.95 eV
total charge: -1
LUMO energy: 1.399 eV
HOMO level: -3.548 eV

Element x y z (Å)
C (-0.1662, 1.1912, -0.2602)
P (-1.4305, 2.2256, -1.2430)
O (-0.7455, 3.8624, -1.2855)
C (-3.1092, 2.4153, -0.3644)
N (-3.4658, 1.3244, 0.6167)
F (-3.2559, 3.7159, 0.3395)
C (-4.2717, 2.4066, -1.5653)
O (-4.7428, 3.5166, -2.1405)
O (-4.7302, 1.0763, -2.0071)
H (0.2872, 1.7956, 0.6389)
H (0.7300, 0.9546, -0.9992)
H (-0.5902, 0.1278, 0.0773)
H (-0.1198, 3.8755, -0.4875)
H (-3.8760, 1.6915, 1.5057)
H (-2.6880, 0.6540, 0.7940)
C (-0.4134, 1.3871, 4.9163)
S (-0.6817, 1.1022, 3.1504)
O (-2.0520, 1.6140, 2.8142)
C (-0.7864, -0.6997, 3.2608)
H (-0.3547, 2.4645, 5.0887)
H (-1.2440, 0.9735, 5.4928)
H (0.5257, 0.9210, 5.2233)
H (-1.5946, -0.9868, 3.9380)
H (0.1644, -1.0999, 3.6205)
H (-0.9912, -1.0984, 2.2634)
C (-6.4523, 6.7639, -2.6413)
S (-4.9397, 7.3943, -3.4069)
O (-4.9681, 8.8908, -3.2963)
C (-5.3916, 6.9661, -5.1047)
H (-6.4056, 6.9613, -1.5675)
H (-7.3242, 7.2681, -3.0640)
H (-6.5245, 5.6865, -2.8070)
H (-6.3283, 7.4582, -5.3781)
H (-5.4976, 5.8823, -5.1926)
H (-4.5958, 7.3059, -5.7731)
C (1.6967, -5.5339, 2.6002)
S (0.2551, -4.5418, 3.0576)
O (0.3125, -3.2698, 2.2631)
C (0.8101, -4.1600, 4.7358)
H (1.5824, -5.8529, 1.5613)
H (2.6072, -4.9383, 2.6974)
H (1.7536, -6.4147, 3.2438)
H (1.7748, -3.6477, 4.7035)
H (0.8954, -5.0843, 5.3119)
H (0.0697, -3.5081, 5.2076)
C (-1.3121, 3.0436, -5.4681)
S (-0.2228, 1.6210, -5.2207)
O (0.0309, 1.4982, -3.7466)
C (1.2447, 2.3719, -5.9641)
H (-2.2897, 2.8104, -5.0392)
H (-0.8988, 3.9230, -4.9690)
H (-1.4243, 3.2367, -6.5375)
H (1.5030, 3.2924, -5.4349)
H (1.0516, 2.5866, -7.0178)
H (2.0750, 1.6647, -5.8865)
C (1.7853, -2.3584, -1.9995)
S (3.2490, -2.1010, -0.9684)
O (2.8727, -1.1333, 0.1153)
C (4.1978, -1.1875, -2.2075)
H (1.0332, -2.8864, -1.4082)
H (1.3811, -1.3965, -2.3228)
H (2.0520, -2.9648, -2.8682)
H (3.6471, -0.2963, -2.5184)
H (4.3880, -1.8308, -3.0698)
H (5.1513, -0.8874, -1.7642)
C (6.1213, -8.0175, 4.8050)
S (5.0821, -6.5952, 5.2160)
O (3.6595, -6.9785, 4.9300)
C (5.6465, -5.5461, 3.8555)
H (5.9051, -8.8211, 5.5132)
H (5.9026, -8.3606, 3.7912)
H (7.1740, -7.7373, 4.8877)
H (5.4566, -6.0393, 2.8990)
H (6.7143, -5.3444, 3.9681)
H (5.0954, -4.6024, 3.8918)



ORCA calculation (ωB97M-V/def2-TZVPD) on a molecular structure, C15H43BrN12O23Ta in a non-equilibrium geometry.

Summary:
Kohn-Sham gap: 7.36 eV
total charge: -1
LUMO energy: 1.579 eV
HOMO level: -5.777 eV

Element x y z (Å)
N (0.8827, 3.4115, 1.1658)
C (0.0544, 2.6310, 1.4350)
O (-0.4968, 1.5946, 1.8805)
Ta (-1.4661, 0.5542, 0.2473)
C (-3.5675, 0.7327, 1.1796)
C (-4.3016, 1.8940, 0.4720)
C (-5.7658, 1.9042, 0.8161)
Br (-6.6906, 3.2331, -0.2921)
H (-1.6429, 2.2720, -0.4823)
H (0.1768, 0.2987, -0.6008)
H (-1.2142, -1.1210, 1.0098)
H (-2.2850, -0.1252, -1.2372)
H (-3.5006, 1.0068, 2.2346)
H (-4.1265, -0.1961, 1.0925)
H (-4.1331, 1.8353, -0.5977)
H (-3.8549, 2.8250, 0.8061)
H (-6.2280, 0.9367, 0.6782)
H (-5.9249, 2.2088, 1.8416)
C (3.3140, 5.4647, 2.3850)
N (4.7287, 5.5835, 2.8336)
O (5.4644, 4.6317, 2.6638)
O (5.0656, 6.6289, 3.3449)
H (3.1593, 4.4844, 1.9518)
H (2.6849, 5.6072, 3.2577)
H (3.1413, 6.2462, 1.6521)
C (0.2486, -4.3332, -2.4079)
N (-0.5556, -3.1930, -1.8821)
O (-1.2663, -2.5950, -2.6588)
O (-0.4383, -2.9506, -0.6977)
H (0.0620, -4.4549, -3.4690)
H (1.2928, -4.1004, -2.2234)
H (-0.0506, -5.2176, -1.8524)
C (-1.0202, 5.8588, 0.4304)
N (-1.7117, 6.7036, -0.5830)
O (-1.0366, 7.2241, -1.4469)
O (-2.9128, 6.8250, -0.4753)
H (0.0385, 5.8524, 0.2113)
H (-1.2239, 6.3150, 1.3952)
H (-1.4180, 4.8508, 0.3898)
C (-6.1171, 3.8161, -4.7669)
N (-5.4852, 2.5979, -4.1948)
O (-5.8682, 1.5143, -4.5882)
O (-4.6245, 2.7680, -3.3692)
H (-6.8642, 3.5080, -5.4879)
H (-6.5620, 4.3637, -3.9418)
H (-5.3302, 4.3980, -5.2354)
C (0.4244, -0.6258, 4.5770)
N (-0.8259, -1.1389, 5.2066)
O (-0.8878, -1.1621, 6.4231)
O (-1.7053, -1.5027, 4.4642)
H (1.1125, -0.3439, 5.3607)
H (0.8335, -1.4267, 3.9688)
H (0.1587, 0.2281, 3.9601)
C (3.2140, -2.8037, 0.6539)
N (3.4967, -3.8704, -0.3440)
O (3.4202, -3.5869, -1.5182)
O (3.7857, -4.9688, 0.0848)
H (2.9654, -1.8932, 0.1221)
H (2.3774, -3.1402, 1.2582)
H (4.1085, -2.6764, 1.2558)
C (-1.6423, 2.2944, 7.3347)
N (-0.2351, 2.5859, 6.9464)
O (0.2381, 3.6554, 7.2634)
O (0.3390, 1.7153, 6.3333)
H (-2.0319, 3.1492, 7.8733)
H (-2.1990, 2.1137, 6.4204)
H (-1.6274, 1.4032, 7.9543)
C (7.6871, 2.9870, 3.9051)
N (8.0414, 1.6480, 4.4547)
O (7.4737, 0.6783, 4.0025)
O (8.8845, 1.6168, 5.3273)
H (6.9322, 2.8617, 3.1438)
H (7.3162, 3.5899, 4.7267)
H (8.5955, 3.4146, 3.4931)
C (3.5085, -8.9198, -1.0047)
N (2.7816, -8.1207, -2.0296)
O (3.4344, -7.6075, -2.9101)
O (1.5780, -8.0466, -1.9115)
H (4.5652, -8.8970, -1.2389)
H (3.3126, -8.4672, -0.0380)
H (3.1160, -9.9308, -1.0481)
C (1.5287, -6.5803, -6.9290)
N (0.5834, -5.5295, -6.4625)
O (-0.1617, -5.0337, -7.2728)
O (0.6355, -5.2469, -5.2831)
H (1.3744, -6.7298, -7.9903)
H (2.5334, -6.2278, -6.7191)
H (1.3139, -7.4822, -6.3648)
C (-3.4395, -1.0242, -5.1369)
N (-3.0800, -0.7440, -6.5548)
O (-2.5147, -1.6139, -7.1827)
O (-3.3830, 0.3442, -6.9960)
H (-3.1064, -2.0247, -4.8914)
H (-2.9433, -0.2838, -4.5167)
H (-4.5175, -0.9297, -5.0539)